{"formula": "C14H26N3O2", "method": "ωB97M-V with the def2-TZVPD basis set", "relative_energy_kcal_mol": 60.0, "charge": 1, "homo_lumo_gap_ev": 7.873, "largest_force_ha_per_bohr": 0.016, "symbols": ["C", "C", "O", "C", "C", "C", "C", "C", "C", "C", "N", "C", "C", "N", "H", "H", "H", "H", "H", "H", "H", "H", "H", "H", "H", "H", "H", "H", "H", "H", "H", "H", "C", "C", "O", "N", "C", "H", "H", "H", "H", "H", "H", "H", "H"], "coordinates": [[2.3276, -0.3673, 0.0080], [1.8706, -0.6509, -1.4265], [1.9686, -2.0124, -1.7853], [0.7263, -2.6865, -1.8714], [0.0855, -3.0062, -0.5274], [-1.3189, -3.6038, -0.7006], [-2.3207, -3.2342, 0.4009], [-2.5852, -1.7535, 0.6643], [-3.4363, -0.9921, -0.3675], [-4.7546, -1.6057, -0.5406], [-5.8154, -1.9654, -0.7874], [-2.7337, -0.8188, -1.7452], [-2.9155, 0.5371, -2.2485], [-3.0483, 1.6059, -2.6414], [3.3966, -0.1622, 0.0678], [1.7957, 0.4985, 0.4066], [2.0942, -1.2121, 0.6532], [2.5020, -0.0837, -2.1145], [0.8353, -0.3112, -1.5492], [0.0380, -2.1012, -2.4981], [0.9279, -3.6125, -2.4110], [0.0469, -2.1151, 0.1026], [0.7400, -3.7185, -0.0212], [-1.7146, -3.3727, -1.6929], [-1.2316, -4.6917, -0.6781], [-3.2637, -3.7436, 0.1851], [-1.9651, -3.6601, 1.3426], [-1.6563, -1.1890, 0.7827], [-3.0983, -1.6720, 1.6248], [-3.6020, 0.0067, 0.0388], [-3.0991, -1.5301, -2.4839], [-1.6671, -0.9974, -1.6102], [1.8992, 3.5673, 0.3321], [1.8214, 3.1834, 1.7667], [1.3832, 2.1910, 2.2360], [2.2864, 4.2100, 2.8240], [3.2623, 5.2782, 2.4494], [1.9860, 2.6558, -0.2535], [0.9761, 4.0837, 0.0562], [2.7445, 4.2160, 0.1119], [1.4230, 4.6242, 3.1928], [2.6194, 3.6275, 3.5992], [3.5099, 5.8426, 3.3441], [2.8035, 5.9326, 1.7153], [4.1564, 4.8092, 2.0493]]}